{"formula": "C27H48N3O15", "method": "wB97M-V/def2-TZVPD", "symbols": ["C", "C", "O", "N", "H", "H", "C", "H", "H", "H", "H", "H", "H", "N", "O", "O", "O", "N", "O", "O", "O", "C", "C", "C", "O", "H", "H", "H", "H", "H", "H", "H", "H", "C", "C", "C", "O", "H", "H", "H", "H", "H", "H", "H", "H", "C", "C", "C", "O", "H", "H", "H", "H", "H", "H", "H", "H", "C", "C", "C", "O", "H", "H", "H", "H", "H", "H", "H", "H", "C", "C", "C", "O", "C", "C", "C", "O", "H", "H", "H", "H", "C", "C", "C", "O", "C", "C", "C", "O", "H", "H", "H", "H"], "positions_angstrom": [[-0.10884, -1.24161, -0.72903], [0.18834, 0.08546, -0.07766], [1.34120, 0.46203, 0.10926], [-0.94034, 0.64576, 0.57168], [-1.49896, 1.08907, 0.06748], [-1.67099, 0.01304, 0.82720], [-0.68460, 1.48567, 1.80718], [-0.90569, -0.90457, -1.40099], [-0.63367, -2.28551, -0.19546], [0.81936, -1.76889, -1.15402], [-1.52465, 1.76185, 2.37991], [0.03726, 2.18085, 1.49039], [-0.59641, 0.68827, 2.52750], [-3.87246, 3.82589, -0.17456], [-3.24008, 4.50298, -1.07832], [-4.75151, 4.18499, 0.49052], [-3.27917, 2.68523, 0.30493], [-3.23910, -1.15348, 2.30581], [-4.06193, -0.19510, 2.53935], [-2.27841, -1.20425, 3.10094], [-3.01357, -1.38778, 1.10945], [-0.29452, -4.03980, 2.35754], [1.08147, -3.25696, 2.72322], [2.27227, -3.72740, 1.85949], [0.81596, -1.91111, 2.64843], [-0.08251, -4.87776, 2.81125], [-0.79595, -3.94423, 1.45535], [-1.15017, -3.85831, 3.08676], [1.50392, -3.49737, 3.90432], [2.35716, -3.41530, 0.94098], [2.25785, -4.90284, 2.13429], [3.13541, -3.11233, 2.31701], [-0.10667, -1.74030, 2.86201], [1.81002, 4.25451, -1.07955], [0.49440, 4.74946, -0.95420], [0.06876, 5.77834, -2.09901], [-0.35332, 3.60945, -0.83239], [2.23549, 3.46824, -0.26473], [2.54766, 5.01695, -1.08288], [1.96734, 3.71514, -2.09189], [0.54646, 5.40040, 0.09169], [-1.01501, 5.65154, -2.25456], [0.49617, 5.75779, -3.19649], [-0.05356, 6.74813, -1.89963], [-1.17244, 3.96341, -0.73504], [-4.17341, 0.04368, -2.60233], [-2.76296, 0.41656, -3.29085], [-2.85072, 1.21935, -4.54217], [-2.06668, 1.00837, -2.28488], [-4.01311, -0.33920, -1.74283], [-4.66162, -0.81885, -2.99933], [-4.82489, 0.79520, -2.44702], [-2.20572, -0.53406, -3.50965], [-3.42824, 0.81264, -5.40676], [-1.97859, 1.46995, -4.95074], [-3.15646, 2.11185, -4.32353], [-2.42124, 1.90168, -2.00145], [-1.64974, -5.94822, -2.74253], [-1.30807, -4.51690, -3.05587], [-2.11592, -3.80773, -4.11518], [-1.38449, -3.90793, -1.77467], [-2.63168, -6.16786, -2.75064], [-1.41732, -6.41247, -1.71017], [-1.13494, -6.46629, -3.53639], [-0.26526, -4.42687, -3.32984], [-1.92660, -2.85288, -4.11204], [-3.09033, -3.67893, -3.85329], [-1.97748, -4.23510, -5.10799], [-2.25322, -3.97802, -1.50019], [1.27171, 4.26864, 6.07097], [1.54868, 4.98091, 4.72528], [1.92454, 4.04262, 3.53894], [2.34507, 4.60187, 2.51644], [1.78737, 2.57240, 3.63946], [1.38185, 2.01477, 4.98607], [1.06775, 2.81465, 6.14832], [0.63934, 2.18512, 7.16667], [1.30229, 4.82667, 7.07504], [1.66643, 6.01719, 4.77798], [2.32311, 2.01011, 2.83393], [1.07693, 0.97901, 4.94978], [3.61576, -1.60547, -1.60355], [4.43091, -0.37473, -1.14762], [5.60694, -0.74869, -0.19566], [6.33741, 0.17749, 0.28424], [5.79489, -2.13677, 0.15547], [4.90464, -3.16527, -0.23067], [3.95462, -3.04908, -1.22618], [3.35371, -3.94353, -1.72422], [2.55597, -1.41408, -2.15552], [4.13929, 0.58618, -1.40573], [6.66503, -2.34589, 0.87317], [5.35250, -4.28167, 0.11420]], "forces_ev_per_angstrom": [[-0.69, -2.86, 0.08], [4.26, -3.42, 1.35], [-2.84, 0.50, -0.48], [3.47, -1.77, 6.70], [-5.80, 6.40, -7.13], [-0.55, -2.70, 0.67], [-0.07, -2.69, -0.11], [0.23, -0.85, -0.89], [1.25, 3.80, -0.58], [-1.51, 1.48, 0.16], [-2.06, 1.73, -1.06], [0.95, 0.88, 0.62], [2.46, -0.36, 0.54], [6.46, -3.21, 0.80], [-1.54, -1.15, 0.85], [-3.89, 2.43, 0.62], [-0.40, 1.67, -2.50], [1.41, 7.90, -0.33], [-1.07, -2.74, 0.42], [0.72, -2.39, 1.48], [-0.34, -2.54, -1.69], [0.26, 4.25, 3.33], [-1.47, -1.24, 1.30], [0.32, -1.77, 7.62], [0.88, 1.68, -0.42], [1.05, -5.85, 0.69], [0.08, -0.20, -2.19], [1.02, 1.20, -0.51], [-1.63, 0.12, -2.91], [-0.63, 0.89, -5.50], [0.83, 2.75, -1.24], [-0.69, -1.60, -0.20], [-0.41, -0.16, 0.07], [4.75, -4.24, -0.96], [-1.87, 2.82, 2.12], [-0.88, -4.14, -2.39], [3.94, -0.39, -0.55], [-1.59, 1.82, -1.60], [0.63, 1.00, 0.03], [-0.38, 0.63, 1.39], [-0.77, -1.44, -2.26], [0.07, -0.90, -0.18], [-0.25, -0.63, 2.30], [0.87, 4.07, 1.73], [-4.76, 1.16, 0.46], [2.18, -0.53, -6.37], [-2.61, -2.66, 0.37], [-1.69, -4.59, -1.13], [1.84, 2.60, 1.77], [1.97, -2.10, 6.43], [-0.70, -0.36, -1.46], [-2.09, 2.94, -0.03], [-0.56, 0.54, 0.25], [-0.01, -0.03, 1.04], [4.33, 0.24, -1.46], [-2.82, 5.30, 1.40], [0.22, -1.25, -0.41], [3.08, -1.12, 0.22], [0.19, -0.14, 1.81], [0.94, -4.53, -0.28], [2.63, 1.84, -0.68], [-3.76, -0.39, -0.80], [0.76, 1.35, -1.58], [-0.11, -1.21, -0.09], [0.37, -0.15, -0.01], [2.36, 5.35, -0.36], [-3.43, -0.92, 0.65], [-0.20, -0.01, 0.07], [-2.85, -0.07, 1.13], [1.36, 3.93, -3.68], [-0.88, -6.81, 5.85], [-0.01, 2.69, -0.68], [-0.52, -1.18, 1.42], [-0.01, -1.32, 5.63], [1.00, 1.34, -7.27], [-1.21, -1.61, 2.29], [1.27, 2.37, -2.42], [-0.41, -0.72, -1.85], [0.24, 1.36, -0.56], [-1.28, 0.17, 0.69], [0.48, -0.26, 0.56], [0.75, 5.79, 0.70], [-1.72, -8.92, -0.24], [0.22, 4.94, -0.46], [-2.07, -3.13, -1.37], [-1.13, -3.35, 0.67], [7.73, -1.49, 4.21], [-2.05, 3.73, -1.28], [-0.90, -1.92, -0.97], [3.00, -0.57, 1.15], [-0.31, 1.65, -0.23], [-1.48, 0.28, -1.26], [-1.92, 3.04, -1.01]], "lowdin_charge": [0.015, -0.383, 0.114, 0.153, 0.024, 0.125, 0.056, 0.063, 0.159, 0.079, 0.101, 0.072, 0.082, -0.558, -0.100, 0.052, -0.151, -0.552, -0.056, -0.089, -0.096, -0.026, -0.469, -0.051, -0.068, -0.010, 0.040, 0.100, 0.177, -0.029, 0.141, 0.101, 0.049, -0.141, -0.496, -0.031, -0.021, 0.124, 0.059, 0.109, 0.181, 0.065, 0.114, 0.001, -0.021, 0.018, -0.449, -0.037, -0.067, -0.007, 0.068, 0.049, 0.131, 0.112, 0.036, 0.024, 0.117, -0.055, -0.449, -0.017, -0.046, 0.029, 0.122, 0.075, 0.136, 0.006, 0.057, 0.103, 0.054, 0.052, 0.115, -0.391, 0.058, 0.062, 0.061, -0.426, 0.052, 0.124, 0.067, 0.130, 0.106, 0.081, 0.104, -0.365, 0.041, 0.013, -0.027, -0.530, 0.123, 0.137, 0.064, 0.144, 0.190], "lumo_energy_ev": -0.538, "charge": -1, "energy_ha": -2349.63594, "largest_force_ev_per_a": 11.20, "gap_ev": 5.2, "homo_energy_ev": -5.76}